# 1
{"formula": "C55H44As2N4S3V", "method": "wB97M-V/def2-TZVPD", "elements": ["As", "As", "V", "S", "S", "S", "N", "N", "N", "N", "C", "C", "C", "C", "C", "C", "C", "C", "C", "C", "C", "C", "C", "C", "C", "C", "C", "C", "C", "C", "C", "C", "C", "C", "C", "C", "C", "C", "C", "C", "C", "C", "C", "C", "C", "C", "C", "C", "C", "C", "C", "C", "C", "C", "C", "C", "C", "C", "C", "C", "C", "C", "C", "C", "C", "H", "H", "H", "H", "H", "H", "H", "H", "H", "H", "H", "H", "H", "H", "H", "H", "H", "H", "H", "H", "H", "H", "H", "H", "H", "H", "H", "H", "H", "H", "H", "H", "H", "H", "H", "H", "H", "H", "H", "H", "H", "H", "H", "H"], "xyz": [[-8.741, -6.548, 28.194], [-9.412, -5.704, 24.807], [-4.616, -9.260, 23.193], [-4.842, -5.504, 24.608], [-4.341, -7.356, 26.828], [-5.902, -8.264, 24.454], [-5.767, -10.747, 22.371], [-4.094, -10.753, 24.458], [-2.742, -8.518, 23.308], [-4.847, -8.230, 21.503], [-9.930, -6.474, 29.787], [-1.020, -3.274, 21.713], [-4.302, -6.941, 21.328], [-4.985, -6.967, 25.384], [-9.062, -10.681, 17.505], [-1.730, -3.828, 19.457], [-5.904, -12.046, 22.828], [-7.177, -9.610, 16.485], [-1.662, -9.107, 23.964], [-5.611, -16.237, 23.875], [0.597, -10.690, 27.908], [-6.292, -16.564, 24.991], [0.351, -11.182, 25.137], [-6.667, -9.356, 17.699], [-1.691, -4.448, 22.191], [-11.186, -5.587, 23.890], [-1.782, -9.917, 25.057], [-8.153, -4.576, 23.654], [-3.021, -6.612, 21.733], [-6.924, -5.991, 28.756], [-6.585, -14.331, 25.631], [-9.369, -4.699, 27.603], [-9.619, -2.377, 28.112], [-0.905, -7.353, 22.723], [1.652, -11.235, 27.168], [-8.415, -10.515, 18.775], [-2.338, -5.320, 21.359], [-6.277, -7.072, 20.140], [-5.360, -14.879, 23.655], [-0.643, -10.432, 25.796], [-10.069, -2.109, 26.843], [-6.039, -8.330, 20.677], [-6.220, -12.924, 21.764], [-6.511, -9.637, 20.233], [-9.302, -3.705, 28.513], [-4.438, -12.017, 26.384], [-6.234, -10.759, 21.030], [-8.482, -10.238, 16.350], [-0.452, -8.395, 23.542], [-5.638, -12.475, 24.113], [-5.240, -6.182, 20.513], [-6.439, -12.180, 20.650], [-10.020, -3.121, 25.888], [-0.519, -10.191, 27.197], [-2.307, -4.993, 19.968], [-1.005, -2.943, 20.316], [-4.825, -11.793, 24.972], [-6.678, -15.650, 25.937], [-2.265, -7.522, 22.486], [-3.010, -10.566, 25.331], [-5.933, -13.860, 24.465], [-3.270, -11.331, 26.566], [-7.207, -9.869, 18.872], [-9.685, -4.444, 26.247], [1.591, -11.537, 25.809], [-4.974, -12.691, 26.976], [-8.922, -10.820, 19.720], [-2.706, -5.703, 19.333], [-10.888, -6.115, 29.513], [0.289, -11.449, 24.063], [-5.360, -17.012, 23.147], [-7.423, -4.037, 24.220], [-11.936, -5.119, 24.579], [-6.533, -17.629, 25.194], [-6.323, -5.600, 27.874], [-4.637, -14.540, 22.904], [-6.817, -12.484, 19.664], [-2.533, -11.447, 27.365], [-5.799, -8.679, 17.757], [-0.520, -1.989, 20.035], [-11.434, -6.661, 23.826], [-9.208, -3.934, 29.601], [-6.553, -9.508, 15.558], [-10.069, -7.554, 30.014], [-7.514, -5.324, 23.099], [-10.481, -2.946, 24.974], [0.570, -8.685, 23.773], [-7.003, -5.285, 29.569], [2.367, -12.073, 25.357], [-10.051, -11.178, 17.489], [-9.515, -1.562, 28.792], [-10.938, -5.050, 22.994], [-10.380, -1.142, 26.495], [-6.312, -14.004, 21.786], [-7.068, -6.864, 19.404], [-8.655, -3.829, 22.992], [2.719, -11.395, 27.551], [-0.358, -6.631, 22.255], [-9.017, -10.416, 15.411], [-6.494, -6.900, 29.124], [-0.338, -2.693, 22.433], [-1.273, -9.557, 27.673], [0.527, -10.790, 29.026], [-1.869, -4.463, 23.277], [-9.526, -5.927, 30.608], [-1.901, -3.710, 18.379], [-7.305, -16.079, 26.698], [-5.125, -5.183, 20.134], [-7.121, -13.551, 26.230]], "atomic_forces_ev_per_a": [[-0.6, 1.0, -1.1], [1.2, -0.5, -0.2], [1.1, -1.8, -1.4], [-0.1, 0.6, -0.3], [0.5, -0.7, 1.4], [-2.1, 1.9, 2.1], [-1.3, -1.3, -1.0], [2.0, -0.3, 1.2], [0.5, -0.1, -0.6], [-0.6, 0.8, -1.5], [1.0, -2.0, -0.2], [0.9, -0.4, -0.8], [-2.6, -1.0, -1.3], [-0.2, -0.1, -1.1], [-0.5, -0.3, 1.7], [0.1, 0.0, 0.5], [1.0, 1.5, -1.0], [-1.9, -1.4, -3.2], [1.4, 2.8, -1.8], [0.5, 0.9, -1.4], [-1.0, -0.1, 0.0], [-0.4, -2.7, 1.2], [1.9, -0.4, 0.2], [1.9, 1.2, 0.8], [0.2, 2.4, 1.2], [0.2, -0.3, 1.8], [-2.6, -1.9, -0.1], [-0.6, -0.9, -0.9], [0.5, 0.8, 0.4], [-0.5, 0.4, -0.7], [-0.7, 3.1, 0.0], [0.9, -2.4, -1.7], [0.2, -0.8, 0.6], [0.9, -3.1, 1.3], [2.5, -0.6, 0.1], [-1.3, -0.5, 0.0], [-0.8, -0.6, -2.3], [0.5, 1.5, -0.9], [0.5, 0.5, 0.3], [1.8, 0.0, 1.0], [0.7, -0.7, -0.8], [1.9, -1.1, 0.3], [-1.1, -0.5, -1.6], [0.4, 0.2, 0.7], [-1.1, 2.3, 1.3], [0.8, 0.6, -2.4], [-0.1, -1.1, -0.2], [1.6, 0.2, 0.2], [-1.4, 0.3, -0.3], [-1.0, -1.0, 0.9], [-0.6, -1.7, 0.0], [-0.5, 1.7, -0.2], [-0.5, -1.3, 2.4], [0.9, -0.3, -0.5], [1.2, 1.5, 2.1], [-0.8, -0.8, 1.5], [1.0, 2.7, 1.4], [-1.0, -0.7, -0.5], [-0.5, -0.3, 2.2], [-0.4, -0.5, 1.4], [0.6, -2.5, 0.2], [0.2, -0.2, -1.0], [0.1, 1.0, 1.9], [0.2, 1.7, 0.4], [-4.2, 1.8, 0.7], [-0.3, -0.8, 1.0], [0.5, 0.0, -1.0], [-1.0, -1.2, -1.4], [-0.8, 0.6, -0.4], [-0.4, 0.4, 0.8], [0.3, 0.3, 0.2], [0.2, 0.2, 0.9], [0.7, -0.1, -0.9], [0.2, 0.7, -0.2], [-0.9, -0.6, 1.1], [-0.5, -0.4, 0.0], [0.4, 0.0, 0.6], [-0.7, 0.2, -0.2], [-0.1, -0.8, 0.1], [-0.3, -0.8, -0.2], [-0.1, 0.7, -0.7], [0.4, 0.4, -1.0], [-0.8, 0.6, 1.0], [0.1, 0.7, 0.4], [-0.9, 0.8, 0.2], [-0.3, 0.4, -1.9], [-0.3, 0.3, 0.2], [0.1, 0.5, 0.2], [1.0, -0.4, -0.8], [0.6, 0.4, 0.0], [-0.1, 0.3, 0.7], [-0.7, 0.0, -0.7], [0.0, 0.5, 0.3], [-0.1, 0.4, 0.1], [0.4, 0.0, 0.5], [0.2, -0.8, 0.3], [-1.9, -0.1, 0.4], [1.6, 1.6, -1.1], [0.6, 0.2, 0.2], [0.6, -0.4, 0.1], [-1.5, -0.7, -1.1], [0.1, -0.5, 0.0], [0.6, 0.7, -1.2], [0.5, -0.6, -0.4], [0.2, 0.3, 0.8], [0.6, 0.5, 0.4], [0.0, 0.5, 0.8], [0.1, 0.2, 0.2], [0.7, -0.8, -0.3]], "homo_energy_ev": [-0.08, -1.22], "e_above_lowest_kcal_mol": 18.7, "charge": -2, "total_energy_ha": -8951.316257, "spin_multiplicity": 4, "homo_lumo_gap_ha": [0.150, 0.176]}

***

# 2
{"formula": "C55H44Cl5MnN8O3S2Si", "method": "wB97M-V/def2-TZVPD", "elements": ["Mn", "Cl", "Cl", "Cl", "Cl", "Cl", "S", "S", "Si", "O", "O", "O", "N", "N", "N", "N", "N", "N", "N", "N", "C", "C", "C", "C", "C", "C", "C", "C", "C", "C", "C", "C", "C", "C", "C", "C", "C", "C", "C", "C", "C", "C", "C", "C", "C", "C", "C", "C", "C", "C", "C", "C", "C", "C", "C", "C", "C", "C", "C", "C", "C", "C", "C", "C", "C", "C", "C", "C", "C", "C", "C", "C", "C", "C", "C", "H", "H", "H", "H", "H", "H", "H", "H", "H", "H", "H", "H", "H", "H", "H", "H", "H", "H", "H", "H", "H", "H", "H", "H", "H", "H", "H", "H", "H", "H", "H", "H", "H", "H", "H", "H", "H", "H", "H", "H", "H", "H", "H", "H"], "xyz": [[0.207, -0.217, -0.078], [3.951, 0.028, 2.489], [-0.145, -3.973, 0.465], [1.185, -2.294, 2.913], [1.238, 1.173, 2.480], [2.946, -2.817, 0.136], [2.690, 0.184, -2.065], [-0.788, -1.444, -3.322], [1.093, -2.400, 0.864], [-5.990, 1.852, 0.783], [1.999, 0.174, -0.686], [-0.357, -0.645, -2.092], [-3.341, -1.882, 1.441], [-8.125, 1.852, 1.313], [-1.721, 3.370, -1.405], [-7.972, 2.519, 0.100], [-2.850, -1.326, 2.572], [-1.423, -0.817, 1.029], [-1.094, 3.950, -0.361], [-0.642, 1.762, -0.428], [-0.965, 4.155, -6.109], [1.164, 3.767, -3.087], [-1.717, -0.695, 2.324], [6.819, 1.941, -1.492], [-3.980, 3.755, -2.384], [-4.670, 3.933, -3.577], [-6.709, 3.218, -2.526], [-0.438, -5.851, -2.304], [0.362, 2.117, -4.717], [4.562, 1.661, -0.659], [-6.033, 3.676, -3.644], [-7.063, -0.462, 4.864], [-0.456, 2.959, 0.201], [-6.546, 0.661, 2.814], [4.325, -0.343, -7.696], [4.185, 0.798, -6.881], [-6.950, 1.477, 1.671], [-0.248, 4.465, -4.988], [0.614, -2.430, -5.427], [8.192, 2.528, -1.340], [-1.049, 2.818, -6.551], [-2.537, 4.179, -2.312], [2.457, -1.365, -6.559], [0.721, -5.086, -2.487], [1.125, 1.116, -4.035], [-1.453, 2.072, -1.437], [3.209, 0.860, -5.926], [2.319, -0.229, -5.729], [-0.336, -7.304, -1.946], [-3.561, -1.454, 3.843], [0.648, -3.744, -2.785], [-1.677, -5.232, -2.434], [5.838, 2.175, -0.526], [4.272, 0.887, -1.773], [1.835, 1.477, -2.921], [3.475, -1.399, -7.540], [6.497, 1.157, -2.598], [-5.808, -1.053, 4.856], [-7.443, 0.390, 3.839], [-0.605, -3.147, -2.913], [1.848, 2.800, -2.420], [5.231, 0.615, -2.741], [-2.466, -1.555, 0.535], [-6.717, 2.490, -0.170], [-4.651, 3.285, -1.266], [0.514, -1.317, -4.551], [-4.909, -0.775, 3.832], [-6.012, 3.009, -1.340], [0.419, 3.454, -4.256], [-1.770, -3.882, -2.745], [2.675, 0.701, 3.470], [-5.276, 0.094, 2.821], [-0.395, 1.824, -5.879], [1.296, -0.204, -4.719], [1.556, -2.445, -6.404], [-0.440, 0.807, -6.246], [-1.833, 1.392, -2.179], [3.566, -2.278, -8.166], [2.325, -0.035, 4.183], [-5.535, -1.742, 5.648], [-7.755, -0.683, 5.665], [8.924, 1.984, -1.934], [-0.052, -3.274, -5.313], [1.690, -5.562, -2.392], [-0.118, -7.411, -0.881], [2.421, 3.040, -1.534], [-2.899, -1.038, 4.605], [1.551, -3.165, -2.941], [1.187, 4.792, -2.737], [-2.445, 5.193, -1.922], [8.200, 3.568, -1.671], [-1.131, -0.185, 3.070], [-4.130, 3.150, -0.325], [-8.430, 0.832, 3.817], [4.993, -0.015, -3.591], [7.252, 0.951, -3.345], [5.102, -0.374, -8.449], [1.633, -3.295, -7.071], [4.854, 1.638, -7.019], [-2.081, 4.155, -3.301], [3.010, 1.612, 3.949], [-0.172, 5.491, -4.648], [-6.567, 3.829, -4.571], [-4.607, 0.308, 1.999], [-2.581, -5.815, -2.309], [-4.144, 4.290, -4.456], [3.118, 1.754, -5.324], [-2.545, -1.850, -0.498], [8.514, 2.513, -0.299], [0.162, 3.100, 1.071], [-1.264, -7.832, -2.154], [-2.738, -3.414, -2.874], [0.471, -7.790, -2.494], [-7.770, 3.008, -2.560], [6.088, 2.765, 0.347], [-1.619, 2.583, -7.440], [-1.463, 4.936, -6.669], [3.810, 1.824, 0.100], [-3.668, -2.520, 4.041]], "atomic_forces_ev_per_a": [[-0.2, 0.0, -0.3], [0.0, 0.0, 0.0], [-0.1, 0.1, 0.1], [0.0, 0.0, 0.1], [0.1, 0.1, 0.0], [0.1, -0.1, -0.1], [-0.4, -0.2, 0.0], [-0.1, 0.0, 0.0], [0.0, 0.0, 0.0], [-0.1, 0.0, 0.0], [0.5, 0.3, 0.3], [0.1, 0.0, 0.1], [0.0, 0.0, 0.0], [0.0, 0.0, -0.1], [0.0, 0.0, 0.0], [0.0, 0.0, 0.1], [-0.1, -0.1, 0.0], [-0.1, 0.0, 0.0], [0.0, 0.0, 0.0], [0.0, 0.1, 0.0], [0.0, 0.0, 0.0], [0.0, 0.0, 0.0], [0.0, 0.0, 0.0], [0.0, 0.0, 0.0], [0.0, 0.0, 0.0], [0.0, 0.0, 0.0], [0.0, 0.0, 0.0], [0.0, 0.0, 0.0], [0.0, 0.0, 0.0], [0.0, 0.0, 0.0], [0.0, 0.0, 0.0], [0.0, 0.0, 0.0], [0.0, 0.0, 0.0], [-0.1, 0.0, 0.0], [0.0, 0.0, 0.0], [0.0, 0.0, 0.0], [0.1, 0.0, 0.0], [0.0, 0.0, 0.0], [0.0, 0.0, -0.1], [0.0, 0.0, 0.0], [0.0, 0.0, 0.0], [0.1, 0.0, 0.0], [0.0, 0.0, 0.0], [0.0, 0.0, 0.0], [0.0, 0.0, 0.0], [0.1, -0.1, 0.0], [0.0, 0.0, 0.0], [0.0, 0.0, 0.0], [0.0, 0.0, 0.0], [0.1, 0.0, 0.0], [0.0, 0.0, 0.1], [0.0, 0.0, 0.0], [0.0, 0.0, 0.0], [0.1, 0.0, -0.1], [-0.1, 0.0, -0.1], [0.0, 0.0, 0.0], [0.0, 0.0, 0.0], [0.0, 0.0, 0.0], [0.0, 0.0, 0.0], [0.0, -0.1, 0.0], [0.0, 0.0, 0.0], [0.0, 0.0, 0.1], [0.1, 0.0, 0.0], [0.1, 0.0, 0.0], [0.0, 0.0, 0.0], [0.0, -0.1, 0.0], [0.0, 0.0, 0.0], [-0.1, 0.0, 0.0], [0.0, 0.0, 0.0], [0.0, 0.0, 0.0], [-0.1, 0.1, 0.0], [0.0, 0.0, 0.0], [0.0, 0.0, 0.0], [0.1, 0.1, -0.1], [0.0, 0.0, 0.0], [0.0, 0.0, 0.0], [0.0, 0.0, 0.0], [0.0, 0.0, 0.0], [0.0, 0.0, 0.0], [0.0, 0.0, 0.0], [0.0, 0.0, 0.0], [0.0, 0.0, 0.0], [0.0, 0.0, 0.0], [0.0, 0.0, 0.0], [0.0, 0.0, 0.0], [0.0, 0.0, 0.0], [0.0, 0.0, 0.0], [0.0, 0.0, 0.0], [0.0, 0.0, 0.0], [0.0, 0.0, 0.0], [0.0, 0.0, 0.0], [0.0, 0.0, 0.0], [0.0, 0.0, 0.0], [0.0, 0.0, 0.0], [0.0, 0.0, 0.0], [0.0, 0.0, 0.0], [0.0, 0.0, 0.0], [0.0, 0.0, 0.0], [0.0, 0.0, 0.0], [0.0, 0.0, 0.0], [0.0, 0.0, 0.0], [0.0, 0.0, 0.0], [0.0, 0.0, 0.0], [0.0, 0.0, 0.0], [0.0, 0.0, 0.0], [0.0, 0.0, 0.0], [0.0, 0.0, 0.0], [0.0, 0.0, 0.0], [0.0, 0.0, 0.0], [0.0, 0.0, 0.0], [0.0, 0.0, 0.0], [0.0, 0.0, 0.0], [0.0, 0.0, 0.0], [0.0, 0.0, 0.0], [0.0, 0.0, 0.0], [0.0, 0.0, 0.0], [0.0, 0.0, 0.0], [0.0, 0.0, 0.0], [0.0, 0.0, 0.0]], "homo_energy_ev": [-12.35, -12.35], "e_above_lowest_kcal_mol": 0.0, "charge": 2, "total_energy_ha": -7323.661617, "spin_multiplicity": 5, "homo_lumo_gap_ha": [0.222, 0.278]}